1.
A molecular structure, C3HErO3. Source: OMol25; level of theory: ωB97M-V with the def2-TZVPD basis set.

Computed properties:
**E_HOMO (alpha / beta)**: -18.13 / -16.31 eV
**Net charge**: +2
**LUMO level (alpha / beta)**: -0.3497 / -0.3860 Ha
**Relative energy (zero: lowest compared OMol25 entry of this formula, charge and spin)**: 0.0 kJ/mol
**Spin multiplicity**: 4
**E**: -1354.92030 Eh
**⟨S²⟩**: 3.791
**Frontier orbital gap (alpha / beta)**: 8.6 / 5.8 eV

Cartesian coordinates (Å):
H1 1.52535 1.87874 1.95532
O1 3.50392 -0.15426 0.73409
C1 2.47059 0.35101 0.97686
C2 1.36864 1.02366 1.28653
O2 0.10948 0.63165 1.07234
C3 -2.16816 -0.09555 -2.21281
O3 -2.52217 0.24628 -3.21873
Er1 -1.51986 -0.70097 0.33302

2.
A molecular structure, C11H23DyN3O6. Source: OMol25; level of theory: ωB97M-V with the def2-TZVPD basis set.

Computed properties:
**E_HOMO (alpha / beta)**: -7.25 / -7.32 eV
**Net charge**: +1
**LUMO level (alpha / beta)**: -0.1178 / -0.1178 Ha
**Relative energy (zero: lowest compared OMol25 entry of this formula, charge and spin)**: 0.0 kJ/mol
**Spin multiplicity**: 6
**E**: -1933.40461 Eh
**⟨S²⟩**: 9.362
**Frontier orbital gap (alpha / beta)**: 4.0 / 4.1 eV

Cartesian coordinates (Å):
O1 3.13675 1.58046 -2.07231
H1 4.07194 1.75768 -2.19330
Dy1 0.26364 0.37931 0.05741
N1 -1.57938 -0.28256 -1.05571
N2 0.63756 -0.37650 -2.05496
O2 -2.84699 0.12996 -0.40519
O3 1.98570 -0.68436 -2.40562
C1 -1.61152 -0.81298 -2.30253
C2 -0.32236 -0.87874 -2.86938
C3 -2.83092 -1.29955 -2.98468
C4 -0.01527 -1.47475 -4.19053
H2 -3.74628 -0.88330 -2.54849
H3 -2.89297 -2.39991 -2.95014
H4 -2.81060 -1.03548 -4.05271
H5 1.04028 -1.74948 -4.27929
H6 -0.26750 -0.77200 -4.99742
H7 -0.60685 -2.38391 -4.34885
H8 -3.28878 -0.70534 -0.13805
H9 2.46860 0.21277 -2.37085
O4 0.48306 -2.02563 0.54165
H10 -0.35385 -2.53946 0.53451
H11 1.07099 -2.53114 -0.04948
C5 2.46768 2.72039 -1.47174
H12 2.73446 2.81988 -0.40604
H13 1.38382 2.61841 -1.62212
H14 2.79795 3.63092 -1.98876
O5 -1.22883 2.25919 0.12852
H15 -2.13607 1.89684 -0.00776
H16 -1.29309 2.91120 0.84992
O6 2.24764 0.48327 1.25124
C6 2.27001 -0.09205 2.62538
C7 0.91552 0.09980 3.26951
C8 0.80128 0.19399 4.65533
C9 -0.44334 0.45955 5.21675
C10 -1.54847 0.57335 4.37507
C11 -1.38386 0.44397 3.00159
N3 -0.14989 0.24724 2.45755
H17 3.15144 0.70101 0.93470
H18 2.53243 -1.15766 2.54077
H19 3.04475 0.43097 3.19257
H20 1.70976 0.08014 5.23499
H21 -0.54346 0.55531 6.29673
H22 -2.54432 0.73666 4.77678
H23 -2.23365 0.44282 2.31937

3.
A single C7H13NO molecule. Source: OMol25; level of theory: ωB97M-V with the def2-TZVPD basis set.

Computed properties:
**E_HOMO**: -8.29 eV
**Net charge**: 0
**LUMO level**: 0.0337 Ha
**SMILES**: CN[C@]1(C)COC=C1C
**Relative energy (zero: lowest compared OMol25 entry of this formula, charge and spin)**: 340.7 kJ/mol
**Spin multiplicity**: 1
**E**: -404.39768 Eh
**Frontier orbital gap**: 9.2 eV

Cartesian coordinates (Å):
C1 2.85135 -0.11990 -0.38930
N1 1.54579 0.50777 -0.58456
C2 0.29147 -0.10371 0.13913
C3 0.31999 -0.15195 1.71371
C4 -0.16159 -1.49705 -0.29187
O1 -1.57170 -1.52486 -0.28586
C5 -1.95809 -0.19171 -0.30463
C6 -0.99545 0.67110 -0.13097
C7 -1.08082 2.15489 -0.18201
H1 3.49903 0.85569 -0.90532
H2 3.18903 -0.27415 0.65406
H3 2.97502 -1.11515 -1.04909
H4 1.57646 1.38622 -0.02374
H5 -0.55558 -0.60127 2.19659
H6 1.20705 -0.70045 2.21075
H7 0.34653 0.90680 2.02303
H8 0.26724 -1.83243 -1.23877
H9 -0.00316 -2.27951 0.34356
H10 -3.01236 -0.18192 -0.74783
H11 -0.31216 2.60436 -0.87142
H12 -2.03242 2.53862 -0.37610
H13 -0.99275 2.76760 0.83872

4.
A gas-phase ion, C8H7F2N4 (charge +1). Source: OMol25; level of theory: ωB97M-V with the def2-TZVPD basis set.

Computed properties:
**E_HOMO**: -12.66 eV
**Net charge**: +1
**LUMO level**: -0.1594 Ha
**SMILES**: Cn1cn[n+](-c2ccc(F)nc2F)c1
**Relative energy (zero: lowest compared OMol25 entry of this formula, charge and spin)**: 0.0 kJ/mol
**Spin multiplicity**: 1
**E**: -727.46009 Eh
**Frontier orbital gap**: 8.3 eV

Cartesian coordinates (Å):
C1 3.64179 1.12044 -0.11626
N1 2.35008 0.38380 -0.17377
C2 2.30193 -0.88460 0.28270
N2 1.06786 -1.24785 0.37152
N3 0.33489 -0.21828 0.00333
C3 -1.02385 -0.31673 0.02864
C4 -1.76041 -1.49914 -0.06519
C5 -3.18738 -1.43617 -0.06397
C6 -3.89711 -0.26562 -0.05214
F1 -5.26154 -0.31658 -0.16141
N4 -3.33053 0.95168 0.20030
C7 -2.08740 1.08912 0.19782
F2 -1.33710 2.05397 0.61238
C8 1.09472 0.79733 -0.36553
H1 4.48821 0.42460 0.15114
H2 3.84841 1.71427 -1.02252
H3 3.63171 2.00015 0.64368
H4 3.24585 -1.40010 0.61305
H5 -1.18423 -2.41090 0.13667
H6 -3.72706 -2.36440 -0.35287
H7 0.79117 1.82501 -0.86756

5.
A molecular structure, C4H15N2O. Source: OMol25; level of theory: ωB97M-V with the def2-TZVPD basis set.

Computed properties:
**E_HOMO**: -13.94 eV
**Net charge**: +1
**LUMO level**: -0.3265 Ha
**Relative energy (zero: lowest compared OMol25 entry of this formula, charge and spin)**: 802.3 kJ/mol
**Spin multiplicity**: 1
**E**: -345.64015 Eh
**Frontier orbital gap**: 5.1 eV

Cartesian coordinates (Å):
N1 1.21352 0.99631 -0.72348
C1 0.26193 0.39983 -1.58761
C2 -1.16628 0.47072 -1.02513
N2 -1.22576 0.07242 0.41255
C3 -0.35770 -1.06664 0.72336
C4 -2.60509 -0.15907 0.84455
H1 4.11287 2.97560 7.92614
H2 1.60058 1.89160 -1.11483
H3 4.10864 3.72639 7.72832
H4 0.49568 -0.70261 -1.84271
H5 0.21294 0.90109 -2.61343
H6 -1.86448 -0.16688 -1.60860
H7 -1.41350 1.52223 -1.12500
H8 -0.50916 -1.95144 0.06186
H9 -0.54341 -1.34772 1.77724
H10 0.62825 -0.62784 0.64748
H11 -3.10543 -1.02398 0.34594
H12 -3.24070 0.74043 0.62911
H13 -2.66347 -0.35643 1.83286
H14 2.16879 -0.23817 -0.55223
H15 3.43500 -1.26268 -0.46775
O1 2.48324 -1.17872 -0.39737

6.
A gas-phase ion, C4H7N2 (charge +1). Source: OMol25; level of theory: ωB97M-V with the def2-TZVPD basis set.

Computed properties:
**E_HOMO**: -14.31 eV
**Net charge**: +1
**LUMO level**: -0.1468 Ha
**SMILES**: Cc1c[nH]c[nH+]1
**Relative energy (zero: lowest compared OMol25 entry of this formula, charge and spin)**: 78.5 kJ/mol
**Spin multiplicity**: 1
**E**: -265.87859 Eh
**Frontier orbital gap**: 10.3 eV

Cartesian coordinates (Å):
C1 -0.84628 0.97349 -1.44713
C2 -0.16741 0.17487 -0.37341
C3 1.11161 0.33323 0.07906
N1 1.22644 -0.44250 1.21095
C4 0.20080 -1.29495 1.24554
N2 -0.74998 -0.78106 0.43710
H1 -1.63887 0.33934 -1.85331
H2 -1.40231 1.88080 -1.18450
H3 -0.03184 1.34346 -2.06542
H4 1.82742 1.05979 -0.26759
H5 2.03813 -0.35751 1.80267
H6 -0.02447 -1.84281 2.15289
H7 -1.54323 -1.38615 0.26316

What did the sixth record say?
A gas-phase ion, C4H7N2 (charge +1). Source: OMol25; level of theory: ωB97M-V with the def2-TZVPD basis set.

Computed properties:
**E_HOMO**: -14.31 eV
**Net charge**: +1
**LUMO level**: -0.1468 Ha
**SMILES**: Cc1c[nH]c[nH+]1
**Relative energy (zero: lowest compared OMol25 entry of this formula, charge and spin)**: 78.5 kJ/mol
**Spin multiplicity**: 1
**E**: -265.87859 Eh
**Frontier orbital gap**: 10.3 eV

Cartesian coordinates (Å):
C1 -0.84628 0.97349 -1.44713
C2 -0.16741 0.17487 -0.37341
C3 1.11161 0.33323 0.07906
N1 1.22644 -0.44250 1.21095
C4 0.20080 -1.29495 1.24554
N2 -0.74998 -0.78106 0.43710
H1 -1.63887 0.33934 -1.85331
H2 -1.40231 1.88080 -1.18450
H3 -0.03184 1.34346 -2.06542
H4 1.82742 1.05979 -0.26759
H5 2.03813 -0.35751 1.80267
H6 -0.02447 -1.84281 2.15289
H7 -1.54323 -1.38615 0.26316

Q: Look up the spin multiplicity of the fifth one.
A: 1

Please write out number 5 again, unchanged.
A molecular structure, C4H15N2O. Source: OMol25; level of theory: ωB97M-V with the def2-TZVPD basis set.

Computed properties:
**E_HOMO**: -13.94 eV
**Net charge**: +1
**LUMO level**: -0.3265 Ha
**Relative energy (zero: lowest compared OMol25 entry of this formula, charge and spin)**: 802.3 kJ/mol
**Spin multiplicity**: 1
**E**: -345.64015 Eh
**Frontier orbital gap**: 5.1 eV

Cartesian coordinates (Å):
N1 1.21352 0.99631 -0.72348
C1 0.26193 0.39983 -1.58761
C2 -1.16628 0.47072 -1.02513
N2 -1.22576 0.07242 0.41255
C3 -0.35770 -1.06664 0.72336
C4 -2.60509 -0.15907 0.84455
H1 4.11287 2.97560 7.92614
H2 1.60058 1.89160 -1.11483
H3 4.10864 3.72639 7.72832
H4 0.49568 -0.70261 -1.84271
H5 0.21294 0.90109 -2.61343
H6 -1.86448 -0.16688 -1.60860
H7 -1.41350 1.52223 -1.12500
H8 -0.50916 -1.95144 0.06186
H9 -0.54341 -1.34772 1.77724
H10 0.62825 -0.62784 0.64748
H11 -3.10543 -1.02398 0.34594
H12 -3.24070 0.74043 0.62911
H13 -2.66347 -0.35643 1.83286
H14 2.16879 -0.23817 -0.55223
H15 3.43500 -1.26268 -0.46775
O1 2.48324 -1.17872 -0.39737

Q: Which of these has the highest relative energy (zero: lowest compared OMol25 entry of this formula, charge and spin)?
A: C4H15N2O